The following is a DFT calculation (ωB97M-V/def2-TZVPD) of a molecular structure, C7H7LaN5O4 at a distorted geometry.

As for the charge: +3. Its total energy is -875.99435 hartree. The calculation puts the max |F| at 0.1559 hartree/bohr. As for the gap between HOMO and LUMO: 7.43 eV. For the energy above the lowest of the compared OMol25 structures with the same formula, charge and spin, the calculation gives 0.00 kJ/mol. As for the lowest unoccupied orbital energy: -13.68 eV.

Each line ends with the Löwdin charge.
Atoms and positions in Å:
La 0.231 0.404 -0.828  1.923
O 1.481 -3.348 0.114  0.148
C 1.132 -2.282 -0.224  -0.008
C -1.113 1.938 0.633  -0.084
O -1.788 2.521 1.368  0.208
C -1.846 -0.670 -1.632  -0.059
O -2.842 -1.202 -1.870  0.226
C 2.364 1.228 0.734  -0.010
O 3.245 1.619 1.359  0.191
C 0.694 1.777 -3.597  -0.121
H 1.795 1.731 -3.551  0.085
H 0.201 1.021 -4.232  0.086
C -0.001 2.803 -3.046  -0.067
H -1.086 2.921 -3.203  0.093
H 0.502 3.633 -2.523  0.092
N 1.121 -2.369 2.687  0.202
N -0.065 -1.948 2.115  -0.132
N -1.123 -1.650 2.983  0.250
C -1.779 -0.727 2.311  -0.072
N -1.173 -0.392 1.141  -0.127
N 0.001 -1.014 1.173  -0.227
H 1.748 -2.780 1.994  0.092
H 0.985 -2.994 3.463  0.150
H -2.682 -0.220 2.630  0.161

The following is a DFT calculation (ωB97M-V/def2-TZVPD) of C7H7N in the gas phase at a distorted geometry.

Its SMILES is c1ccc2c(c1)CN2. Its total energy is -325.62840 hartree. The calculation puts the max |F| at 0.0703 hartree/bohr. As for the gap between HOMO and LUMO: 9.68 eV. For the energy above the lowest of the compared OMol25 structures with the same formula, charge and spin, the calculation gives 79.53 kJ/mol. As for the lowest unoccupied orbital energy: 1.07 eV.

Each line ends with the Löwdin charge.
Atoms and positions in Å:
C 1.986 -0.669 -0.057  -0.117
C 1.882 0.698 0.001  -0.081
C 0.610 1.463 0.043  0.015
C -0.537 0.696 0.009  -0.263
C -0.423 -0.692 0.033  -0.168
C 0.779 -1.390 0.085  -0.043
C -1.968 -0.802 -0.030  -0.066
N -1.977 0.763 -0.144  0.046
H 2.941 -1.180 -0.114  0.099
H 2.822 1.261 -0.081  0.097
H 0.670 2.494 0.020  0.068
H 0.768 -2.510 0.039  0.116
H -2.466 -1.144 0.914  0.117
H -2.405 -1.258 -0.911  0.097
H -2.453 1.171 0.629  0.084

The following is a DFT calculation (ωB97M-V/def2-TZVPD) of a molecular structure, C7H7N at a distorted geometry.

Its total energy is -325.43666 hartree. The calculation puts the max |F| at 0.1980 hartree/bohr. As for the gap between HOMO and LUMO: 8.78 eV. For the energy above the lowest of the compared OMol25 structures with the same formula, charge and spin, the calculation gives 582.95 kJ/mol. As for the lowest unoccupied orbital energy: 0.51 eV.

Each line ends with the Löwdin charge.
Atoms and positions in Å:
C 0.068 -2.610 -1.983  0.167
C -0.073 -1.760 -1.094  -0.157
C 0.120 -0.909 -0.165  -0.266
C -0.194 -0.776 1.171  0.050
C 0.134 0.731 1.375  -0.371
C -0.772 1.290 0.225  -0.019
C 0.593 0.654 -0.503  -0.152
H 0.016 -3.157 -2.880  0.013
H -0.908 -1.489 1.873  0.171
H -0.049 1.107 2.364  0.129
H -1.684 0.688 -0.223  0.139
H -0.804 2.340 0.227  0.068
H 0.921 0.929 -1.501  0.139
H 1.379 1.944 0.431  0.093
N 1.253 1.018 0.684  -0.004

The following is a DFT calculation (ωB97M-V/def2-TZVPD) of a molecular structure, C7H7N at a distorted geometry.

Its total energy is -325.43591 hartree. The calculation puts the max |F| at 0.0839 hartree/bohr. As for the gap between HOMO and LUMO: 7.63 eV. For the energy above the lowest of the compared OMol25 structures with the same formula, charge and spin, the calculation gives 584.91 kJ/mol. As for the lowest unoccupied orbital energy: -0.33 eV.

Each line ends with the Löwdin charge.
Atoms and positions in Å:
C 2.428 0.064 -0.035  -0.089
C 1.666 1.250 0.217  -0.006
C 1.608 -1.048 0.007  -0.064
C 0.412 0.778 0.370  -0.289
C -1.736 0.024 -0.558  -0.049
C -1.027 0.940 0.512  -0.086
C -1.108 -0.568 0.603  -0.179
N 0.371 -0.548 0.352  -0.028
H 3.435 -0.105 -0.175  0.064
H 1.992 2.226 0.308  0.076
H 1.764 -2.136 0.025  0.116
H -2.746 0.002 -0.511  0.071
H -1.168 -0.074 -1.428  0.104
H -1.722 1.604 0.998  0.128
H -1.895 -1.819 1.745  0.231

The following is a DFT calculation (ωB97M-V/def2-TZVPD) of a gas-phase ion, C7H7N2O2S (charge -1) at a distorted geometry.

As for the charge: -1. Its SMILES is CC[C@@H](N=C=S)/N=C(/[O-])C=C=O. Its total energy is -929.07768 hartree. The calculation puts the max |F| at 0.1092 hartree/bohr. As for the gap between HOMO and LUMO: 7.55 eV. For the energy above the lowest of the compared OMol25 structures with the same formula, charge and spin, the calculation gives 190.92 kJ/mol. As for the lowest unoccupied orbital energy: 3.22 eV.

Each line ends with the Löwdin charge.
Atoms and positions in Å:
C 0.082 -1.418 1.160  -0.159
C -0.404 -0.854 -0.099  -0.235
C -0.736 0.758 0.053  -0.418
N -2.032 0.707 0.730  0.074
C -2.290 1.210 1.795  -0.853
S -2.755 1.492 3.223  0.675
N 0.109 1.272 0.964  0.031
C 0.913 2.253 0.617  -0.529
O 1.594 2.888 1.419  -0.030
C 1.172 2.563 -0.954  -0.023
C 0.294 3.231 -1.554  -0.253
O -0.534 4.022 -1.971  0.060
H -0.769 -1.470 1.878  0.080
H 0.802 -0.686 1.532  0.057
H 0.704 -2.402 0.907  0.104
H -1.329 -1.253 -0.450  0.075
H 0.434 -0.820 -0.852  0.108
H -0.764 1.320 -0.940  0.135
H 1.821 1.765 -1.202  0.100

The following is a DFT calculation (ωB97M-V/def2-TZVPD) of C7H7N3O in the gas phase at a distorted geometry.

Its SMILES is Cc1nc2c[nH]ccn-2c1=O. Its total energy is -510.44012 hartree. The calculation puts the max |F| at 0.0363 hartree/bohr. As for the gap between HOMO and LUMO: 7.60 eV. For the energy above the lowest of the compared OMol25 structures with the same formula, charge and spin, the calculation gives 115.91 kJ/mol. As for the lowest unoccupied orbital energy: 0.37 eV.

Each line ends with the Löwdin charge.
Atoms and positions in Å:
C 0.601 1.649 -2.734  -0.023
C 0.322 0.943 -1.431  -0.233
N -0.430 1.481 -0.518  0.168
C -0.453 0.522 0.517  -0.256
C -1.074 0.552 1.707  -0.022
N -0.979 -0.540 2.533  0.005
C -0.315 -1.697 2.133  -0.103
C 0.283 -1.785 0.946  -0.011
N 0.237 -0.642 0.100  0.041
C 0.777 -0.469 -1.155  -0.405
O 1.433 -1.234 -1.823  0.067
H 1.684 1.792 -2.851  0.085
H 0.165 2.651 -2.782  0.077
H 0.263 1.021 -3.561  0.083
H -1.601 1.407 2.099  0.129
H -1.479 -0.517 3.442  0.160
H -0.296 -2.523 2.829  0.115
H 0.862 -2.609 0.550  0.124

The following is a DFT calculation (ωB97M-V/def2-TZVPD) of C7H7NO in the gas phase at a distorted geometry.

Its SMILES is CC(=O)c1ccccn1. Its total energy is -400.80466 hartree. The calculation puts the max |F| at 0.2984 hartree/bohr. As for the gap between HOMO and LUMO: 10.08 eV. For the energy above the lowest of the compared OMol25 structures with the same formula, charge and spin, the calculation gives 278.67 kJ/mol. As for the lowest unoccupied orbital energy: 0.79 eV.

Each line ends with the Löwdin charge.
Atoms and positions in Å:
C -0.387 -2.399 0.854  -0.040
C -0.967 -1.072 1.132  -0.435
O -1.884 -0.892 1.807  0.148
C -0.266 0.135 0.327  -0.207
C 0.155 -0.131 -0.972  -0.006
C 0.637 0.948 -1.633  -0.010
C 0.758 2.180 -0.916  -0.060
C 0.344 2.241 0.362  -0.139
N -0.210 1.217 0.976  0.128
H -0.878 -2.644 -0.022  0.045
H -0.763 -3.283 1.650  0.152
H 0.724 -2.671 0.806  0.109
H 0.003 -0.866 -1.393  -0.014
H 0.968 1.092 -2.765  0.155
H 1.234 2.950 -1.203  0.030
H 0.532 3.195 0.992  0.144

The following is a DFT calculation (ωB97M-V/def2-TZVPD) of 2 unconnected molecules or ions with the total composition C7H7NO2 at a distorted geometry.

Its SMILES is C=C(O)C#N.c1ccoc1. Its total energy is -476.06998 hartree. The calculation puts the max |F| at 0.0742 hartree/bohr. As for the gap between HOMO and LUMO: 9.11 eV. For the energy above the lowest of the compared OMol25 structures with the same formula, charge and spin, the calculation gives 296.48 kJ/mol. As for the lowest unoccupied orbital energy: 0.35 eV.

Each line ends with the Löwdin charge.
Atoms and positions in Å:
C 2.051 1.411 -0.589  0.075
C 2.267 0.403 0.331  -0.359
O 2.087 0.496 1.742  -0.003
C 2.800 -0.897 -0.081  -0.178
N 3.329 -1.900 -0.223  0.174
H 2.593 1.348 -1.561  0.093
H 1.732 2.347 -0.180  0.053
H 1.736 1.469 1.819  0.153
C -1.128 -1.756 0.445  -0.079
C -2.027 -0.695 0.526  -0.074
C -1.736 0.083 -0.554  -0.156
O -0.811 -0.472 -1.306  0.011
C -0.454 -1.584 -0.730  -0.181
H -0.842 -2.651 1.028  0.120
H -2.702 -0.429 1.332  0.107
H -2.200 0.973 -0.903  0.115
H 0.176 -2.211 -1.336  0.127

The following is a DFT calculation (ωB97M-V/def2-TZVPD) of C7H7NOS in the gas phase at a distorted geometry.

Its total energy is -798.90329 hartree. The calculation puts the max |F| at 0.0866 hartree/bohr. As for the gap between HOMO and LUMO: 7.17 eV. For the energy above the lowest of the compared OMol25 structures with the same formula, charge and spin, the calculation gives 483.98 kJ/mol. As for the lowest unoccupied orbital energy: -0.32 eV.

Each line ends with the Löwdin charge.
Atoms and positions in Å:
C 1.565 0.281 1.976  -0.150
C -0.502 0.127 0.531  -0.046
C 2.861 0.435 1.716  -0.450
C 0.880 0.074 0.724  -0.340
C 1.788 -0.077 -0.429  -0.411
C -0.487 0.604 -1.720  -0.108
C -2.377 -0.657 -0.656  -0.013
N -1.115 0.054 -0.650  -0.159
O -0.953 0.086 -2.821  0.066
S 3.289 0.196 0.095  0.963
H 1.149 0.462 3.008  0.131
H -1.163 -0.156 1.315  0.114
H 3.528 0.995 2.279  0.040
H -3.145 -0.209 -1.136  0.049
H -2.077 -1.560 -1.107  0.082
H -2.810 -1.012 0.416  0.153
H -0.432 0.357 -3.540  0.082

The following is a DFT calculation (ωB97M-V/def2-TZVPD) of 2 unconnected molecules or ions with the total composition C7H7NP2.

As for the spin multiplicity: 3. Its total energy is -1008.18890 hartree. The calculation puts the max |F| at 0.0175 hartree/bohr. As for the gap between HOMO and LUMO (spin up / spin down): 6.79 / 7.99 eV. As for the lowest unoccupied orbital energy (spin up / spin down): -0.37 / -1.19 eV.

Each line ends with the Löwdin charge.
Atoms and positions in Å:
C 2.242 -1.300 0.401  -0.067
C 1.814 0.019 0.393  -0.085
C 1.315 -2.320 0.248  -0.137
C 0.455 0.306 0.243  -0.489
C -0.349 -0.812 0.113  -0.182
C 0.853 3.021 0.093  -0.348
C -4.017 -0.403 -0.930  -0.537
N 0.025 -2.040 0.102  0.066
P -0.383 1.924 0.312  0.898
P -3.368 -0.223 0.578  0.695
H 3.284 -1.534 0.552  0.102
H 2.532 0.816 0.530  0.095
H 1.589 -3.367 0.258  0.107
H 0.623 4.072 0.102  -0.025
H 1.888 2.774 -0.080  -0.018
H -5.072 -0.261 -1.115  -0.040
H -3.432 -0.670 -1.799  -0.033

The following is a DFT calculation (ωB97M-V/def2-TZVPD) of C7H7NS in the gas phase at a distorted geometry.

Its SMILES is CC1=c2ccsc2=NC1. Its total energy is -723.80428 hartree. The calculation puts the max |F| at 0.0807 hartree/bohr. As for the gap between HOMO and LUMO: 8.47 eV. For the energy above the lowest of the compared OMol25 structures with the same formula, charge and spin, the calculation gives 75.05 kJ/mol. As for the lowest unoccupied orbital energy: 0.38 eV.

Each line ends with the Löwdin charge.
Atoms and positions in Å:
C 2.102 -0.365 0.086  -0.029
C 0.778 0.173 -0.311  -0.183
C -0.420 -0.049 0.265  -0.233
C -0.937 -0.619 1.416  -0.138
C -2.231 -0.409 1.552  -0.348
S -3.047 0.330 0.117  0.955
C -1.446 0.472 -0.678  -0.553
N -0.947 0.913 -1.766  0.041
C 0.552 0.832 -1.600  -0.145
H 2.997 -0.026 -0.349  0.069
H 2.139 -1.437 0.142  0.088
H 2.359 -0.200 1.060  0.047
H -0.492 -1.183 2.225  0.122
H -2.990 -0.702 2.209  0.044
H 0.747 1.853 -1.743  0.107
H 0.835 0.416 -2.626  0.157

The following is a DFT calculation (ωB97M-V/def2-TZVPD) of 2 unconnected molecules or ions with the total composition C7H7O3PS at a distorted geometry.

As for the charge: -2. Its total energy is -1236.19190 hartree. The calculation puts the max |F| at 0.0703 hartree/bohr. As for the gap between HOMO and LUMO (spin up / spin down): 5.44 / 5.38 eV. For the energy above the lowest of the compared OMol25 structures with the same formula, charge and spin, the calculation gives 0.00 kJ/mol. As for the lowest unoccupied orbital energy (spin up / spin down): 5.37 / 5.38 eV.

Each line ends with the Löwdin charge.
Atoms and positions in Å:
C 1.720 1.048 0.965  -0.165
C 0.433 1.547 1.160  -0.173
C 1.841 -0.082 0.101  -0.137
C -0.663 1.111 0.414  -0.110
C 0.760 -0.550 -0.599  -0.044
C -0.580 -0.017 -0.399  -0.376
C -1.653 -0.484 -1.170  -0.163
O -0.411 -1.285 -3.417  -0.421
O -2.946 -1.821 -3.142  -0.392
O -1.193 -3.070 -1.831  -0.265
P -1.603 -1.682 -2.569  0.137
S -2.662 -2.363 0.955  -0.387
H 2.639 1.582 1.406  0.091
H 0.272 2.589 1.785  0.122
H 2.801 -0.511 -0.233  0.087
H -1.709 1.673 0.383  0.135
H 0.849 -1.298 -1.423  0.100
H -2.524 0.287 -1.142  0.085
H -1.459 -3.079 -0.900  -0.123

The following is a DFT calculation (ωB97M-V/def2-TZVPD) of a molecular structure, C7H7O6SV at a distorted geometry.

As for the spin multiplicity: 3. As for the charge: +2. Its total energy is -2063.73328 hartree. The calculation puts the max |F| at 0.2097 hartree/bohr. As for the gap between HOMO and LUMO (spin up / spin down): 8.20 / 6.79 eV. For the energy above the lowest of the compared OMol25 structures with the same formula, charge and spin, the calculation gives 19.66 kJ/mol. As for the lowest unoccupied orbital energy (spin up / spin down): -8.95 / -9.38 eV.

Each line ends with the Löwdin charge.
Atoms and positions in Å:
O 2.340 -4.154 0.266  0.202
C 2.437 -3.013 0.020  -0.160
V 2.621 -1.306 -0.304  0.740
C 1.384 -0.482 0.780  -0.107
O 0.692 0.035 1.573  0.127
C -0.938 -0.642 -1.401  -0.484
O -0.269 0.004 -2.186  0.153
C -1.151 -2.103 -1.334  -0.103
O -0.465 -2.927 -0.772  0.155
C 4.302 -0.889 0.348  -0.033
O 5.369 -0.668 0.775  0.222
H -2.059 -2.076 -1.949  0.172
C -2.273 1.521 1.389  -0.185
S -2.021 1.535 -0.374  1.251
C -0.554 2.536 -0.412  -0.206
O -1.559 -0.118 -0.298  -0.233
H -3.221 0.999 1.548  0.090
H -2.347 2.538 1.772  0.098
H -1.446 0.975 1.845  0.062
H 0.190 2.146 0.276  0.062
H -0.180 2.541 -1.433  0.075
H -0.854 3.550 -0.130  0.102

The following is a DFT calculation (ωB97M-V/def2-TZVPD) of a gas-phase ion, C7H7OS2 (charge -1) at a distorted geometry.

As for the charge: -1. Its SMILES is CC(=O)c1c([S-])csc1C. Its total energy is -1142.58292 hartree. The calculation puts the max |F| at 0.0484 hartree/bohr. As for the gap between HOMO and LUMO: 5.88 eV. For the energy above the lowest of the compared OMol25 structures with the same formula, charge and spin, the calculation gives 0.00 kJ/mol. As for the lowest unoccupied orbital energy: 3.17 eV.

Each line ends with the Löwdin charge.
Atoms and positions in Å:
C -0.720 2.375 -0.168  -0.061
C -0.872 0.884 0.189  -0.393
O -2.032 0.520 0.336  0.001
C 0.245 -0.051 0.105  -0.212
C 1.652 0.269 -0.247  -0.867
S 2.450 1.759 -0.091  0.394
C 2.401 -0.855 -0.391  -0.546
S 1.494 -2.295 -0.316  0.963
C 0.074 -1.414 0.093  -0.556
C -1.214 -2.088 0.393  -0.124
H 0.283 2.560 -0.436  -0.075
H -0.965 3.067 0.682  0.089
H -1.362 2.605 -1.096  0.102
H 3.482 -0.837 -0.574  0.054
H -1.381 -3.151 0.398  0.055
H -1.535 -1.694 1.393  0.094
H -2.001 -1.655 -0.271  0.083